The molecule C5H10OP2 in a non-equilibrium geometry. Source: the OMol25 dataset; level of theory: ωB97M-V/def2-TZVPD.

* total energy: -25968.9272 eV
* energy above the lowest of the compared OMol25 structures with the same formula, charge and spin: 292.39 kJ/mol
* multiplicity: 1
* highest occupied orbital energy: -9.71 eV
* SMILES string: C#CCCC[P@@H](=O)P

Last column: natural (NBO) charge in e.
Geometry (Å):
P: -0.27184 0.62644 -1.64600  1.464
P: 0.28927 1.97392 -3.28035  -0.005
O: -1.69186 0.51399 -1.57039  -1.111
C: -0.95111 -1.87886 1.99456  -0.007
C: 0.73993 0.81959 -0.01176  -0.700
C: -0.77853 -0.91514 0.98630  -0.487
C: 0.65552 -0.35737 0.90884  -0.385
C: -1.06273 -2.48091 2.98658  -0.223
H: 1.53071 2.25749 -2.93643  -0.022
H: 0.92537 -0.04888 1.90189  0.213
H: -1.50223 -0.16870 0.99950  0.249
H: 1.81083 0.75367 -0.47773  0.231
H: 0.50335 1.68566 0.49964  0.234
H: -0.84897 -1.32681 -0.10555  0.226
H: 1.47409 -1.10467 0.63880  0.210
H: 0.02861 3.18619 -2.55011  0.011
H: 0.17665 -0.50639 -2.21652  -0.125
H: -1.02704 -3.02923 3.87873  0.227



The molecule C3H5NOS in a non-equilibrium geometry. Source: the OMol25 dataset; level of theory: ωB97M-V/def2-TZVPD.

* total energy: -17563.6387 eV
* energy above the lowest of the compared OMol25 structures with the same formula, charge and spin: 157.15 kJ/mol
* multiplicity: 1
* highest occupied orbital energy: -9.81 eV
* SMILES string: O=C(S)[C@H]1CN1

Last column: natural (NBO) charge in e.
Geometry (Å):
S: -2.01884 -1.02258 -0.03005  0.006
O: -1.60863 1.60020 -0.04437  -0.554
N: 0.95412 -0.94310 -0.52425  -0.569
C: -1.10906 0.48718 -0.16017  0.400
C: 1.21952 -0.15736 0.64188  -0.231
C: 0.36088 0.40114 -0.43850  -0.206
H: 0.71941 -0.51907 1.56796  0.205
H: 2.22249 0.29232 0.86420  0.205
H: 1.72811 -0.91174 -1.17261  0.364
H: -3.22188 -0.47986 0.26610  0.148
H: 0.75388 1.25287 -0.97018  0.231



The molecule C3H3NO3 in a non-equilibrium geometry. Source: the OMol25 dataset; level of theory: ωB97M-V/def2-TZVPD.

* total energy: -10785.3133 eV
* energy above the lowest of the compared OMol25 structures with the same formula, charge and spin: 712.77 kJ/mol
* multiplicity: 1
* highest occupied orbital energy: -9.81 eV

Last column: natural (NBO) charge in e.
Geometry (Å):
O: -1.11361 -0.90988 0.68790  -0.439
O: -0.64714 1.59776 0.53468  -0.656
O: 1.87368 0.92299 -0.41090  -0.619
N: -1.42527 -0.34695 -0.67636  -0.363
C: 1.00567 -0.02463 -0.10914  0.187
C: 0.92447 -1.23943 0.23685  0.081
C: -0.57158 0.44480 0.12578  0.667
H: 1.39205 1.76988 -0.31967  0.519
H: 0.92405 -2.26725 0.51784  0.256
H: -2.36232 0.05270 -0.58700  0.366



A structure of composition C32H26Cl2N5O2RuSe in a non-equilibrium geometry. Source: the OMol25 dataset; level of theory: ωB97M-V/def2-TZVPD.

* ⟨S²⟩: 6.02
* total energy: -138120.0455 eV
* multiplicity: 5
* highest occupied orbital energy (alpha / beta): -10.25 / -10.53 eV
* net charge: +1

Last column: Löwdin spin population.
Geometry (Å):
Ru: 1.46512 0.46290 0.19579  2.257
Se: -1.18344 -0.09745 1.00572  0.767
Cl: 4.36608 -1.62533 -5.62219  0.000
Cl: 6.25384 -2.83855 -3.38056  0.005
O: 4.87863 -1.43897 1.30369  0.048
O: 0.66231 1.23920 -3.71445  0.064
N: 0.34187 2.27748 -0.35405  0.056
N: 1.64338 0.47917 -1.75522  0.108
N: 3.20520 -0.45181 0.04376  0.077
N: 0.85953 -2.03562 0.22056  0.120
N: 1.98829 0.40812 2.23487  0.014
C: -2.94571 0.41652 0.49325  0.080
C: -4.75845 0.18870 -1.04879  -0.003
C: 1.75533 -4.65377 0.03922  0.005
C: 1.77774 0.63794 4.59762  -0.001
C: -1.46388 4.07425 -1.41945  0.005
C: 0.04570 2.25349 -1.66112  0.006
C: 4.07070 -1.32467 -3.95156  0.005
C: -3.73464 1.19752 1.34228  0.035
C: -1.11427 4.13753 -0.07917  0.001
C: -5.04913 1.44032 0.96304  -0.002
C: 1.57993 -4.05320 1.27812  0.003
C: 3.57139 -0.80632 -1.27205  0.016
C: 2.94993 -0.08192 4.78306  0.014
C: 2.98085 -0.54612 -3.59974  0.011
C: -2.56681 -0.88937 -1.64635  0.021
C: 0.80284 1.26194 -2.51504  0.025
C: 3.13289 -0.28400 2.41842  0.015
C: 1.42514 -3.94255 -1.10152  0.003
C: -0.86047 3.12266 -2.22818  0.003
C: 4.90308 -1.85295 -2.96767  0.015
C: 3.63712 -0.54673 3.67249  -0.002
C: 4.65668 -1.59218 -1.62972  0.002
C: -5.58586 0.93281 -0.21422  0.029
C: 0.97923 -2.63950 -0.96668  0.011
C: 2.72000 -0.29155 -2.26124  0.008
C: 3.85784 -0.79671 1.18760  0.023
C: 1.12689 -2.74888 1.32216  0.016
C: -3.22438 1.79255 2.63302  0.021
C: 1.33307 0.86275 3.31167  0.017
C: -0.21060 3.21590 0.41607  0.018
C: -7.02696 1.18398 -0.56739  0.005
C: -3.43747 -0.07857 -0.72053  0.032
H: -2.19981 -1.79539 -1.15589  0.008
H: -2.18797 4.76409 -1.83234  0.000
H: -5.15576 -0.20008 -1.98015  0.000
H: 2.33500 -0.14785 -4.36624  0.001
H: -1.53122 4.88830 0.57765  0.000
H: -7.68416 0.83463 0.22998  0.002
H: -2.18757 1.51917 2.82983  0.015
H: 2.13422 -5.66523 -0.03308  0.000
H: 0.08166 3.22075 1.45875  0.001
H: 5.30833 -1.99284 -0.86969  0.000
H: -1.69413 -0.31028 -1.96492  0.004
H: -7.30552 0.67400 -1.48785  0.000
H: 1.78787 -4.58430 2.19700  0.000
H: -3.11966 -1.19204 -2.53379  0.001
H: 4.55706 -1.11094 3.74427  0.000
H: 0.70074 -2.05378 -1.83402  0.000
H: 0.41924 1.41003 3.12444  0.007
H: -7.21548 2.25106 -0.69851  0.002
H: 3.32246 -0.27781 5.77968  0.001
H: -1.06281 3.03990 -3.28746  0.000
H: 0.95219 -2.25330 2.27092  0.000
H: 1.21022 1.01896 5.43483  0.000
H: 1.51574 -4.38107 -2.08602  0.000
H: -3.28631 2.88206 2.59921  0.002
H: -5.67655 2.03639 1.61932  0.000
H: -3.82627 1.45658 3.47860  0.000



A cluster of 2 separate species, C6H14O in total in a non-equilibrium geometry. Source: the OMol25 dataset; level of theory: ωB97M-V/def2-TZVPD.

* total energy: -8495.7417 eV
* energy above the lowest of the compared OMol25 structures with the same formula, charge and spin: 111.01 kJ/mol
* multiplicity: 1
* highest occupied orbital energy: -9.13 eV
* SMILES string: CCC=C(C)C.O

Last column: natural (NBO) charge in e.
Geometry (Å):
O: -0.19037 5.05670 0.86964  -0.939
C: 0.41559 0.81942 -0.57270  -0.433
C: 0.20582 -1.74233 0.14699  0.033
C: -0.72008 1.78965 -0.62698  -0.602
C: 0.91738 -2.41224 -1.04826  -0.652
C: 0.02825 -0.43596 0.30520  -0.207
C: -0.32201 -2.76360 1.13609  -0.636
H: 0.40724 4.29909 1.06236  0.470
H: 1.40371 1.19247 -0.24117  0.212
H: -1.01844 -3.41415 0.58078  0.212
H: -0.38285 -0.15492 1.28378  0.181
H: 0.51698 -3.37847 1.50302  0.211
H: -0.85350 -2.33945 2.00456  0.217
H: 1.27158 -1.75148 -1.85731  0.219
H: 1.77429 -2.99350 -0.66819  0.216
H: 0.17464 -3.11266 -1.46583  0.211
H: -0.88785 2.07259 0.42583  0.183
H: 0.50517 0.52954 -1.63731  0.202
H: -1.64348 1.33165 -1.01963  0.214
H: -1.09575 4.70451 1.02620  0.471
H: -0.50630 2.70315 -1.20700  0.219



A cluster of 2 separate species, C4H11N3O2 in total in a non-equilibrium geometry. Source: the OMol25 dataset; level of theory: ωB97M-V/def2-TZVPD.

* total energy: -12888.4210 eV
* energy above the lowest of the compared OMol25 structures with the same formula, charge and spin: 425.40 kJ/mol
* multiplicity: 1
* highest occupied orbital energy: -8.91 eV
* SMILES string: CN=C(N)N.CC(=O)O

Last column: natural (NBO) charge in e.
Geometry (Å):
O: -3.54753 -0.67468 0.73867  -0.497
O: -1.60517 -0.54336 2.03510  -0.778
N: 1.11159 1.70645 -2.08595  -0.891
N: 1.66419 0.78648 0.17998  -0.482
N: -0.44870 1.67032 -0.01740  -0.853
C: 0.83720 1.35589 -0.59025  0.566
C: -2.54008 -1.13051 1.02117  0.822
C: 2.89221 0.12678 -0.33371  -0.446
C: -1.93645 -2.43567 0.60278  -0.793
H: -1.39006 0.21884 2.18491  0.459
H: 3.55751 0.08823 0.45889  0.199
H: 1.71384 2.47030 -2.28604  0.377
H: 2.52310 -0.86603 -0.34153  0.201
H: -1.70126 -2.76735 -0.45822  0.264
H: 3.37217 0.29042 -1.26657  0.194
H: -0.94539 2.45834 -0.17499  0.381
H: -0.83394 -2.28422 1.05812  0.262
H: -2.15556 -3.34473 1.23642  0.264
H: -0.79842 1.00265 0.60118  0.380
H: 0.23077 1.87186 -2.56257  0.369